8
Properties=species:S:1:pos:R:3:forces:R:3:lowdin_charge:R:1 method="wB97M-V/def2-TZVPD" homo_energy_ha=-0.3383 orbital_gap_ev=7.390 e_tot_ha=-668.301820 spin_multiplicity=1 relative_energy_kcal_mol=115.39 lumo_ev=-1.815
C 2.800157 1.302385 0.718381 0.2127 0.4421 0.3083 0.1116
C 1.810157 0.623291 0.290694 -0.2287 -1.5562 -0.7391 -0.2801
C -0.996306 -0.006414 -0.102696 5.2090 1.5311 0.3774 -0.7906
C 0.976411 -0.220293 -0.262301 -4.6584 1.6478 -0.4976 0.0501
N -1.444399 -1.075996 0.217153 -2.6563 -2.5444 0.2294 0.0731
Cl -1.491298 1.629754 -0.196726 -0.4682 -0.0329 -0.1294 0.6552
H 0.809877 -0.979213 -1.027937 1.4450 -0.1884 0.5515 0.0803
H -2.464597 -1.273513 0.363432 1.1448 0.7007 -0.1004 0.1005